P:
The following is a DFT calculation (the ωB97M-V functional and the def2-TZVPD basis) of 2 unconnected molecules or ions with the total composition C2H8NOS.

```
13
Properties=species:S:1:pos:R:3
N -0.082 -1.079 2.581
C 1.118 -0.238 2.232
O 1.244 -0.062 0.911
H -0.304 -1.582 1.733
H 0.168 -1.810 3.245
H 1.002 0.724 2.787
H 2.002 -0.753 2.695
C -0.275 1.253 -1.147
S -0.983 0.004 -2.279
H -0.927 2.125 -1.132
H -0.185 0.811 -0.145
H 0.735 1.464 -1.481
H -1.306 0.792 -3.325
```

Computed properties:
**Spin multiplicity**: 1
**HOMO-LUMO gap**: 6.00 eV
**Net charge**: -1

---

Q:
The following is a DFT calculation (the ωB97M-V functional and the def2-TZVPD basis) of 2 unconnected molecules or ions with the total composition C2H8NOS.

```
13
Properties=species:S:1:pos:R:3
C 1.616 -0.759 1.866
C 0.962 -1.901 1.057
S -0.017 -1.131 -0.212
N 0.625 -0.082 2.750
H 2.188 -0.115 1.043
H 2.540 -0.946 2.673
H 0.229 -2.528 1.583
H 1.788 -2.554 0.643
H -0.216 -0.594 2.784
H 0.306 0.872 2.222
H -2.178 3.390 -4.564
H -3.004 4.498 -5.085
O -2.653 4.075 -4.337
```

Computed properties:
**Spin multiplicity**: 1
**HOMO-LUMO gap**: 5.12 eV
**Net charge**: -1

---

R:
The following is a DFT calculation (the ωB97M-V functional and the def2-TZVPD basis) of 2 unconnected molecules or ions with the total composition C2H8NOS.

```
13
Properties=species:S:1:pos:R:3
C 1.121 0.989 1.239
S 1.678 -0.290 -0.055
H 1.450 2.069 0.851
H 1.829 0.626 1.925
H -0.063 1.011 1.443
N -1.482 -1.104 0.522
C -1.942 0.041 -0.447
O -0.974 0.510 -1.417
H -0.957 -0.720 1.311
H -0.904 -1.702 0.013
H -2.249 0.842 0.241
H -2.798 -0.428 -0.986
H -0.056 0.411 -0.987
```

Computed properties:
**Spin multiplicity**: 1
**HOMO-LUMO gap**: 7.08 eV
**Net charge**: -1

---

Which of them is the least stable? Correct choice: Q.

---

P:
The following is a DFT calculation (the ωB97M-V functional and the def2-TZVPD basis) of a gas-phase ion, C9H14N5 (charge +1).

```
28
Properties=species:S:1:pos:R:3
C -1.208 -2.373 0.746
C -1.585 -3.453 1.520
C -0.260 -2.535 3.202
C 0.228 -1.484 2.444
C -0.308 -1.383 1.178
C 0.887 2.647 -2.731
C 1.247 -0.504 3.028
C 0.423 2.983 -4.101
C 0.664 1.517 -0.755
N -1.089 -3.479 2.773
N 0.242 -0.386 0.515
N 0.122 2.063 -1.909
N -1.357 0.217 -1.190
N -0.224 0.257 -0.435
H -1.608 -2.153 -0.232
H -2.375 -4.158 1.366
H 0.164 -2.612 4.221
H 1.857 2.808 -2.386
H 2.001 -0.275 2.245
H 0.816 0.315 3.400
H 1.822 -0.948 3.745
H 0.899 2.208 -4.722
H -0.652 2.649 -4.209
H 0.787 3.867 -4.560
H 0.297 2.104 0.121
H 1.762 1.298 -0.792
H -1.427 1.041 -1.738
H -2.121 -0.231 -0.745
```

Computed properties:
**Spin multiplicity**: 1
**HOMO-LUMO gap**: 8.16 eV
**Net charge**: +1

---

Q:
The following is a DFT calculation (the ωB97M-V functional and the def2-TZVPD basis) of 2 unconnected molecules or ions with the total composition C9H14N5.

```
28
Properties=species:S:1:pos:R:3
C 0.076 1.004 -1.664
C 0.921 2.082 -1.509
C -0.278 1.903 0.319
C -0.602 0.765 -0.428
C -2.759 -1.571 -1.889
C -1.920 -0.602 2.193
C 0.729 -2.941 0.321
C 1.330 3.793 0.187
C -1.555 -0.323 -0.070
N -2.033 -1.107 -1.004
N -2.201 -0.204 1.069
N 0.670 2.595 -0.273
N 1.804 -3.673 0.685
N 0.414 -1.710 0.452
H -0.007 0.356 -2.429
H 1.771 2.530 -2.141
H -0.398 2.040 1.364
H -2.445 -2.443 -2.452
H -3.607 -1.003 -2.423
H -1.156 -1.428 2.363
H -2.607 -0.361 3.024
H -0.013 -3.568 -0.256
H 0.873 4.104 1.214
H 2.423 3.575 0.508
H 1.382 4.603 -0.555
H 1.730 -4.691 0.616
H 2.541 -3.144 1.158
H 1.313 -1.250 0.945
```

Computed properties:
**Spin multiplicity**: 1
**HOMO-LUMO gap**: 8.58 eV
**Net charge**: +1

---

Which of them is the least stable? Correct choice: P.

---

P:
The following is a DFT calculation (the ωB97M-V functional and the def2-TZVPD basis) of 2 unconnected molecules or ions with the total composition C3H10N4O.

```
18
Properties=species:S:1:pos:R:3
C 1.304 0.579 0.177
C 1.377 -0.854 -0.315
C -1.772 -0.056 -0.113
H 0.594 2.680 0.068
H -0.376 1.495 -0.574
H 2.313 1.240 0.255
H 1.083 0.207 1.393
H 2.161 -1.416 0.196
H 1.343 -0.723 -1.468
H 0.276 -2.411 -0.446
H -1.070 -0.701 -1.864
H -0.820 -0.366 1.753
H -1.743 0.806 1.799
N 0.546 1.736 -0.331
N 0.125 -1.462 -0.149
N -0.980 -0.964 -0.733
N -1.851 -0.467 1.162
O -2.511 0.677 -0.810
```

Computed properties:
**Spin multiplicity**: 1
**HOMO-LUMO gap**: 9.50 eV

---

Q:
The following is a DFT calculation (the ωB97M-V functional and the def2-TZVPD basis) of C3H10N4O in the gas phase.

```
18
Properties=species:S:1:pos:R:3
C -1.650 -1.175 0.429
C -1.608 1.161 -0.403
C 0.439 -0.226 -0.353
H -1.522 -1.008 1.561
H -1.170 -2.222 0.332
H -2.740 -1.207 0.147
H -1.421 1.823 -1.200
H -1.336 1.797 0.445
H -2.787 0.994 -0.122
H 0.685 -1.968 -0.735
H 2.807 -0.446 -0.205
H 2.569 1.858 -0.225
H 1.985 1.485 1.354
N -0.991 -0.316 -0.646
N 1.042 -1.346 0.054
N 0.954 0.956 -0.281
N 2.344 1.095 0.375
O 2.398 -1.256 -0.528
```

Computed properties:
**Spin multiplicity**: 1
**HOMO-LUMO gap**: 9.97 eV

---

Which of them is the least stable? Correct choice: P.

---

P:
The following is a DFT calculation (the ωB97M-V functional and the def2-TZVPD basis) of C3H4N4O2 in the gas phase.

```
13
Properties=species:S:1:pos:R:3
C 0.083 1.676 1.571
C 1.201 0.070 -1.189
C 0.328 -0.939 -0.679
H -2.041 -1.035 0.543
H 0.111 0.962 2.683
H 1.537 -0.124 -2.277
H -0.729 -2.738 -0.860
N -0.340 -0.460 0.463
N 0.060 0.964 0.341
N 1.036 1.221 -0.664
N -0.051 -2.061 -1.200
O -1.697 -0.428 -0.132
O 0.503 2.892 1.398
```

Computed properties:
**Spin multiplicity**: 1
**HOMO-LUMO gap**: 8.95 eV

---

Q:
The following is a DFT calculation (the ωB97M-V functional and the def2-TZVPD basis) of C3H4N4O2 in the gas phase.

```
13
Properties=species:S:1:pos:R:3
C -1.027 1.001 -0.286
C 0.088 0.233 -0.091
C 1.412 0.889 -0.016
H -1.996 -0.364 1.136
H -0.936 2.062 -0.290
H -0.386 -1.574 -0.709
H 1.964 -1.887 0.593
N -2.720 -0.288 0.391
N -2.300 0.494 -0.483
N 0.235 -1.109 -0.078
N 1.640 -1.405 -0.243
O 2.371 -0.120 -0.029
O 1.654 2.067 0.107
```

Computed properties:
**Spin multiplicity**: 1
**HOMO-LUMO gap**: 8.53 eV

---

Which of them is the least stable? Correct choice: P.

---

P:
The following is a DFT calculation (the ωB97M-V functional and the def2-TZVPD basis) of C5H4N2O in the gas phase.

```
12
Properties=species:S:1:pos:R:3
C 1.372 -0.929 0.204
C -0.003 0.832 0.251
C -1.315 1.381 0.280
C -1.255 -0.690 -0.478
C 0.007 -0.467 -0.206
H 1.871 -1.607 -0.628
H 1.328 -1.502 1.077
H -1.634 2.469 0.295
H -1.638 -1.598 -1.112
N 1.233 1.241 0.388
N -2.052 0.556 -0.345
O 2.086 0.313 0.274
```

Computed properties:
**Spin multiplicity**: 1
**HOMO-LUMO gap**: 8.78 eV

---

Q:
The following is a DFT calculation (the ωB97M-V functional and the def2-TZVPD basis) of C5H4N2O in the gas phase.

```
12
Properties=species:S:1:pos:R:3
C 2.343 -0.448 0.083
C 1.200 0.462 0.207
C -0.128 0.131 0.062
C -1.299 1.104 -0.115
C -1.785 -1.090 -0.219
H 2.026 -1.549 0.738
H 1.293 1.642 0.379
H -1.473 2.261 -0.297
H -2.694 -1.782 -0.161
N -2.315 0.354 -0.163
N -0.618 -1.087 -0.070
O 3.450 0.002 -0.446
```

Computed properties:
**Spin multiplicity**: 1
**HOMO-LUMO gap**: 8.66 eV

---

R:
The following is a DFT calculation (the ωB97M-V functional and the def2-TZVPD basis) of C5H4N2O in the gas phase.

```
12
Properties=species:S:1:pos:R:3
C -0.291 -0.109 1.026
C 0.357 -1.010 0.195
C 0.479 -0.521 -0.993
C -0.045 0.644 -1.366
C -0.325 1.606 -0.420
H 0.563 -2.014 0.251
H 0.664 -1.252 -1.780
H -0.029 1.027 -2.318
H -0.560 2.605 -0.556
N -0.650 -0.661 2.349
N -0.539 1.205 0.884
O 0.376 -1.521 2.729
```

Computed properties:
**Spin multiplicity**: 1
**HOMO-LUMO gap**: 8.43 eV

---

Which of them is the least stable? Correct choice: R.

---

P:
The following is a DFT calculation (the ωB97M-V functional and the def2-TZVPD basis) of C3H3NO2 in the gas phase.

```
9
Properties=species:S:1:pos:R:3
C 1.444 1.045 0.518
C 0.823 0.092 -0.504
C -1.594 -0.324 0.389
N -0.516 -0.425 -0.404
O 0.955 1.555 1.457
O -0.845 -1.505 0.517
H 0.849 0.616 -1.461
H 1.495 -0.765 -0.569
H -2.611 -0.289 0.057
```

Computed properties:
**Spin multiplicity**: 1
**HOMO-LUMO gap (alpha / beta)**: 8.02 / 8.60 eV

---

Q:
The following is a DFT calculation (the ωB97M-V functional and the def2-TZVPD basis) of C3H3NO2 in the gas phase.

```
9
Properties=species:S:1:pos:R:3
C -0.651 0.055 0.334
C 0.063 -0.487 -0.763
C 1.304 -0.008 -0.560
H -2.196 0.282 1.423
H -0.298 -1.063 -1.583
H 2.236 -0.092 -1.102
N 0.119 0.749 1.129
O -1.953 -0.135 0.568
O 1.375 0.700 0.555
```

Computed properties:
**Spin multiplicity**: 1
**HOMO-LUMO gap**: 10.81 eV

---

R:
The following is a DFT calculation (the ωB97M-V functional and the def2-TZVPD basis) of C3H3NO2 in the gas phase.

```
9
Properties=species:S:1:pos:R:3
C -1.495 0.110 0.299
C -2.883 0.074 -0.028
C -0.084 -0.240 0.186
N -2.234 1.297 0.059
O -3.808 -0.605 -0.101
O 0.812 0.835 -0.094
H 0.026 -1.002 -0.504
H 0.236 -0.918 1.137
H 0.680 1.669 0.400
```

Computed properties:
**Spin multiplicity**: 1
**HOMO-LUMO gap**: 9.56 eV

---

Which of them is the least stable? Correct choice: P.